100
Properties=species:S:1:pos:R:3:mulliken_charge:R:1 method="wB97M-V/def2-TZVPD" charge=+2 spin_multiplicity=5 homo_energy_ev="-12.702 / -13.127" lumo_energy_ev="-6.0 / -8.2" gap_ev="6.65 / 4.88" e_tot_ev=-70980.57087
Pd -2.3767 1.7217 -0.0769 -0.0910
C 0.2231 0.4965 -2.6179 0.3841
C -0.2576 1.8262 -2.5114 0.2479
C 1.5702 1.6208 -1.1227 0.4273
C 1.3941 0.3933 -1.8157 0.2444
C 0.5541 2.5143 -1.5614 0.8642
C -0.3722 -0.5601 -3.4702 -1.6800
H -1.4688 -0.5590 -3.3707 0.3086
H -0.0270 -1.5612 -3.1715 0.2046
H -0.1265 -0.4236 -4.5383 0.4405
C 2.3584 -0.7368 -1.7711 -0.1553
H 2.0456 -1.5484 -2.4359 0.4707
H 2.4808 -1.1415 -0.7542 -0.4994
H 3.3456 -0.3826 -2.1079 0.5105
C 2.7305 1.9664 -0.2643 -0.8458
H 3.5612 2.3161 -0.9023 0.4891
H 3.0985 1.0934 0.2973 -0.3413
H 2.5028 2.7705 0.4473 0.4387
C 0.3954 3.9322 -1.1586 -1.3915
H 0.6095 4.5992 -2.0126 0.3965
H 1.0890 4.2054 -0.3494 0.3522
H -0.6277 4.1556 -0.8079 0.1099
C -1.4195 2.3849 -3.2395 -1.1024
H -1.1817 2.7122 -4.2614 0.4602
H -1.8345 3.2516 -2.7168 0.2456
H -2.2107 1.6319 -3.3344 0.2824
C -3.5107 -0.0314 0.3969 1.3262
C -3.5656 0.3419 -0.9800 0.1406
C -4.7499 1.0752 -1.5594 -1.2803
C -4.7621 2.6212 -1.4110 -0.9460
C -3.7789 3.1808 -0.4191 -0.2356
C -3.7423 2.8050 0.9524 -0.1057
C -4.7398 1.8836 1.6267 -1.1389
C -4.5433 0.3479 1.4160 -1.2472
H -5.7017 0.6791 -1.1850 0.4026
H -5.7869 2.9793 -1.2070 0.4776
H -4.7569 0.8344 -2.6328 0.4365
H -5.5098 -0.1297 1.1760 0.5307
H -2.9577 -0.9495 0.6021 -1.0090
H -2.9550 -0.2465 -1.6734 0.5596
H -4.2453 -0.1087 2.3788 0.5091
H -4.6539 2.0571 2.7174 0.3823
H -3.1850 3.4840 1.6122 0.7112
H -5.7743 2.1185 1.3461 0.3531
H -4.4631 3.0443 -2.3807 0.3800
H -3.3195 4.1541 -0.6521 0.5555
P -0.4252 -2.6007 -0.0037 0.8713
C 0.9216 -3.7840 -0.3520 -0.8953
H 0.5476 -4.8013 -0.1871 0.6050
H 1.7728 -3.5610 0.3077 -0.3611
H 1.2381 -3.6683 -1.3986 0.4174
C -1.0952 -3.2561 1.5696 -0.6534
H -1.2472 -4.3344 1.4436 0.5220
H -2.0560 -2.7719 1.7855 0.4574
H -0.4034 -3.0623 2.3971 -0.6070
C -1.7586 -3.2675 -1.0867 -1.4568
H -2.7131 -2.7758 -0.8472 0.3434
H -1.8318 -4.3469 -0.8918 0.4822
H -1.5197 -3.0854 -2.1428 0.3466
P 0.1494 0.8470 2.1539 0.8598
C -0.0057 2.6747 2.3566 -1.1879
H -0.3932 2.8518 3.3698 0.4839
H -0.6995 3.1086 1.6205 0.0342
H 0.9825 3.1425 2.2573 0.4670
C -1.1480 0.4015 3.3860 -1.2946
H -2.1373 0.7327 3.0391 0.0529
H -0.8991 0.9133 4.3243 0.6272
H -1.1671 -0.6849 3.5409 0.2424
C 1.6499 0.7596 3.2002 -1.0236
H 1.3885 1.1112 4.2074 0.5259
H 2.4063 1.4268 2.7647 0.4489
H 2.0568 -0.2573 3.2246 -0.4395
C 4.6120 -3.6849 -0.4426 -1.0981
Si 4.7837 -2.4376 0.9739 0.0896
C 6.2096 -3.0855 2.0503 -1.0983
C 5.3983 -0.7957 0.2611 -0.9628
C 3.1706 -2.2394 1.8776 -0.2402
Si 2.9487 -3.0604 3.5345 0.6850
C 4.1747 -2.3915 4.8066 -1.2905
C 1.2551 -2.8047 4.3231 -1.3453
C 3.1936 -4.9257 3.3470 -1.1137
H 5.5832 -4.1713 -0.6271 0.4523
H 4.2993 -3.1999 -1.3794 0.2767
H 3.8817 -4.4700 -0.2002 0.3324
H 7.0715 -3.2805 1.3907 0.4004
H 6.5274 -2.3439 2.7978 0.3271
H 5.9821 -4.0232 2.5763 0.2726
H 4.9160 -0.5357 -0.6915 0.1612
H 5.2291 0.0308 0.9671 0.2790
H 6.4820 -0.8558 0.0699 0.5021
H 2.4123 -1.5583 1.4772 0.8383
H 3.6293 -2.0099 5.6809 0.4270
H 4.8590 -3.1723 5.1637 0.3585
H 4.7760 -1.5675 4.4042 0.2944
H 0.5518 -3.6017 4.0532 0.4106
H 1.3724 -2.8503 5.4193 0.5245
H 0.7909 -1.8372 4.0954 0.0288
H 2.3943 -5.3648 2.7328 0.3189
H 4.1524 -5.1979 2.8883 0.3158
H 3.1474 -5.3997 4.3388 0.4127

***

8
Properties=species:S:1:pos:R:3:nbo_charge:R:1 method="wB97M-V/def2-TZVPD" charge=0 homo_energy_ev=-9.420 lumo_energy_ev=-0.9 gap_ev=8.50 e_tot_ev=-13302.92410
C 1.6917 -0.4978 0.0310 -0.0823
C 2.7483 -1.0789 0.1102 0.2455
C 0.3392 0.0635 -0.0291 -0.6897
O 4.3193 -1.2975 0.1281 -0.6862
I 5.1729 0.4286 -0.0148 0.4724
H -0.3106 -0.6630 -0.6645 0.2470
H -0.1412 0.1018 0.9729 0.2439
H 0.4645 1.1075 -0.5109 0.2494

***

28
Properties=species:S:1:pos:R:3:nbo_charge:R:1 method="wB97M-V/def2-TZVPD" charge=+1 homo_energy_ev=-13.343 lumo_energy_ev=-3.4 smiles="C=C[N@+]1(c2ccccc2)CCCC1=O" gap_ev=9.90 e_tot_ev=-16199.46133
C -0.2434 2.6280 1.4617 -0.3268
C 0.5726 1.6782 1.1168 -0.0257
N 0.2831 0.7400 -0.0189 -0.3544
C -0.3210 -0.5261 0.5469 0.1316
C -0.1844 -1.6674 -0.2210 -0.2382
C -0.7111 -2.8537 0.2830 -0.1627
C -1.2485 -2.8720 1.4932 -0.1794
C -1.4232 -1.7567 2.2290 -0.1533
C -0.9924 -0.5270 1.7307 -0.2154
C 1.5883 0.3750 -0.6232 -0.2104
C 1.4070 0.1344 -2.2072 -0.3646
C 0.2937 1.2337 -2.4104 -0.5369
C -0.5277 1.1594 -1.2046 0.7382
O -1.7102 1.3519 -1.0324 -0.4417
H 0.0390 3.3353 2.1443 0.2380
H -1.0260 2.9143 0.8166 0.2288
H 1.3722 1.3054 1.7170 0.2361
H 0.2715 -1.6527 -1.1748 0.2156
H -0.6237 -3.6561 -0.3801 0.2321
H -1.7869 -3.7153 1.8255 0.2333
H -2.0326 -1.6863 3.0686 0.2314
H -1.0893 0.3144 2.3527 0.2395
H 2.0575 -0.4146 -0.2003 0.2371
H 2.1995 1.3309 -0.4951 0.2339
H 1.1090 -0.7947 -2.4254 0.2060
H 2.2885 0.3366 -2.7318 0.2467
H -0.2678 1.0072 -3.3335 0.2867
H 0.7064 2.2777 -2.3271 0.2742

***

62
Properties=species:S:1:pos:R:3:nbo_charge:R:1 method="wB97M-V/def2-TZVPD" charge=0 spin_multiplicity=3 homo_energy_ev="-7.496 / -7.531" lumo_energy_ev="0.6 / -1.0" gap_ev="8.08 / 6.52" e_tot_ev=-145178.44759
Pd -0.7871 -0.3860 -1.1738 0.9976
Cl 3.6830 4.0391 -4.5908 -0.0048
C 2.2622 3.3000 -3.9408 -0.0849
C 2.2568 1.9272 -3.7639 -0.2429
C 1.1482 1.3168 -3.2121 -0.1499
Cl 1.1772 -0.3992 -2.9218 0.0234
C -0.0129 2.0383 -2.8259 0.3677
O -1.0570 1.4966 -2.3066 -0.8276
C 0.0474 3.4357 -3.0786 -0.1288
Cl -1.3563 4.3565 -2.6881 0.0139
C 1.1570 4.0663 -3.6027 -0.2330
H 3.1173 1.3370 -4.0329 0.2376
H 1.1733 5.1364 -3.7364 0.2393
N -1.0346 -0.6736 0.7873 -1.2043
P 0.1910 -0.5106 1.7357 1.7196
C 1.8434 0.0354 1.1329 -0.4207
C 1.8982 0.9107 0.0535 -0.1960
C 3.1222 1.3504 -0.4254 -0.1999
C 4.2939 0.9212 0.1802 -0.1928
C 4.2401 0.0602 1.2647 -0.2296
C 3.0209 -0.3865 1.7397 -0.1336
C -0.2460 0.7039 3.0292 -0.4097
C -1.5068 0.5101 3.5850 -0.1162
C -2.0608 1.4681 4.4121 -0.2332
C -1.3600 2.6361 4.6739 -0.1946
C -0.0932 2.8175 4.1480 -0.2011
C 0.4686 1.8573 3.3211 -0.1917
C 0.5811 -2.0829 2.5851 -0.3927
C 0.7580 -3.1787 1.7468 -0.1261
C 0.9731 -4.4348 2.2802 -0.2267
C 0.9994 -4.6042 3.6568 -0.1981
C 0.8400 -3.5112 4.4925 -0.2019
C 0.6295 -2.2499 3.9616 -0.2037
H 0.9641 1.2741 -0.3833 0.2187
H 3.1551 2.0331 -1.2630 0.2290
H 5.2520 1.2692 -0.1801 0.2177
H 5.1522 -0.2675 1.7425 0.2161
H 2.9765 -1.0607 2.5819 0.2150
H -2.0444 -0.3945 3.3341 0.2210
H -3.0413 1.3133 4.8384 0.2158
H -1.8045 3.4030 5.2911 0.2153
H 0.4577 3.7197 4.3726 0.2155
H 1.4553 2.0103 2.9062 0.2265
H 0.7145 -3.0243 0.6735 0.2206
H 1.1204 -5.2834 1.6285 0.2180
H 1.1434 -5.5887 4.0772 0.2157
H 0.8829 -3.6426 5.5642 0.2151
H 0.5086 -1.3932 4.6110 0.2265
C -2.6784 -0.0602 -4.4509 -0.9968
As -2.8508 -1.4468 -3.0893 1.9365
C -3.9204 -2.8295 -3.9811 -0.9862
C -3.8981 -0.7247 -1.6083 -0.9911
O -1.4418 -2.1430 -2.6149 -1.1559
H -3.6443 0.0890 -4.9300 0.2335
H -1.9358 -0.3609 -5.1922 0.2503
H -2.3603 0.8620 -3.9662 0.2815
H -4.8424 -2.4048 -4.3762 0.2324
H -4.1539 -3.6369 -3.2854 0.2445
H -3.3305 -3.2410 -4.8046 0.2471
H -4.8797 -0.3997 -1.9502 0.2411
H -3.3275 0.1228 -1.1931 0.2664
H -3.9961 -1.4976 -0.8395 0.2557

***

10
Properties=species:S:1:pos:R:3:nbo_charge:R:1 method="wB97M-V/def2-TZVPD" charge=0 homo_energy_ev=-10.114 lumo_energy_ev=0.6 gap_ev=10.76 e_tot_ev=-8201.89023
O -1.5801 2.6888 0.0520 -0.5149
C -1.6448 1.5539 0.1281 0.5128
C -0.8229 -1.2850 -0.0604 0.0166
N 0.2264 -1.1342 -0.7554 -0.4574
C 1.2526 -0.3407 -0.2460 0.2557
N 1.0158 0.7519 0.3529 -0.6681
H -0.8969 -0.9753 0.9838 0.1696
H -1.6758 -1.7894 -0.5105 0.1779
H 2.2449 -0.7203 -0.4982 0.1585
H 1.8808 1.2504 0.5537 0.3492